(1)
A structure of composition C22H55BClN8O8. Source: the OMol25 dataset; level of theory: ωB97M-V/def2-TZVPD.

The charge is +1. As for the spin multiplicity: 1. For the frontier orbital gap, the calculation gives 8.4 eV. The strongest force on any atom is 4.1 eV/A.

Each line ends with the Mulliken charge.
Atoms and positions in Å:
C  0.408  -3.275  0.594  -0.91
B  1.764  -3.528  1.299  0.31
O  2.532  -4.651  1.344  -0.42
N  2.371  -2.324  2.099  0.30
Cl  1.741  -2.348  3.705  -0.04
H  -0.307  -2.755  1.252  0.34
H  0.582  -2.576  -0.248  0.30
H  -0.043  -4.189  0.194  0.33
H  2.920  -4.917  0.504  0.32
H  3.432  -2.320  2.151  0.35
H  2.064  -1.415  1.660  -0.06
C  -2.409  0.908  3.515  -1.24
C  -2.437  -0.599  3.505  0.86
O  -2.567  -1.210  2.452  -0.67
N  -2.264  -1.257  4.681  -0.16
C  -2.080  -0.687  5.999  -0.81
H  -2.523  1.253  2.490  0.10
H  -3.213  1.334  4.117  0.52
H  -1.458  1.276  3.904  0.38
H  -2.256  -2.261  4.586  0.24
H  -1.105  -0.953  6.411  0.25
H  -2.849  -1.045  6.685  0.30
H  -2.146  0.395  5.948  0.31
C  -0.039  0.516  0.962  -1.34
C  1.199  0.432  0.118  0.53
O  2.262  -0.020  0.605  -0.85
N  1.134  0.803  -1.154  0.15
C  -0.005  1.341  -1.874  -0.82
H  0.199  0.178  1.969  0.27
H  -0.445  1.527  1.026  0.47
H  -0.819  -0.134  0.556  0.54
H  1.986  0.717  -1.694  0.17
H  -0.235  0.697  -2.721  0.28
H  0.247  2.324  -2.262  0.26
H  -0.885  1.414  -1.241  0.20
C  -1.889  5.141  -0.168  -1.40
C  -2.462  3.745  -0.175  0.78
O  -2.578  3.087  0.852  -0.68
N  -2.864  3.240  -1.366  0.12
C  -2.800  3.860  -2.675  -1.06
H  -1.627  5.393  0.855  0.33
H  -0.996  5.204  -0.793  0.35
H  -2.625  5.856  -0.539  0.35
H  -3.275  2.322  -1.294  0.25
H  -3.804  3.991  -3.077  0.23
H  -2.215  3.240  -3.357  0.31
H  -2.337  4.839  -2.606  0.40
C  3.005  2.600  -5.862  -1.43
C  3.106  2.387  -4.372  0.80
O  2.181  1.889  -3.736  -0.57
N  4.249  2.769  -3.756  -0.08
C  5.428  3.369  -4.349  -0.89
H  2.033  2.244  -6.188  0.29
H  3.101  3.657  -6.114  0.41
H  3.783  2.047  -6.390  0.39
H  4.251  2.608  -2.761  0.14
H  6.306  2.743  -4.184  0.29
H  5.619  4.352  -3.917  0.31
H  5.291  3.487  -5.419  0.33
C  -7.688  5.896  -2.751  -1.42
C  -6.689  4.902  -2.207  0.89
O  -5.567  5.241  -1.862  -0.60
N  -7.083  3.606  -2.107  -0.11
C  -8.361  3.027  -2.465  -0.91
H  -7.216  6.874  -2.760  0.30
H  -7.990  5.636  -3.766  0.38
H  -8.581  5.937  -2.125  0.38
H  -6.378  2.998  -1.721  0.20
H  -8.841  2.577  -1.595  0.30
H  -8.240  2.256  -3.228  0.29
H  -9.022  3.793  -2.859  0.34
C  5.929  -0.368  3.395  -1.48
C  5.149  -1.065  2.315  1.07
O  4.599  -2.165  2.496  -0.66
N  5.010  -0.486  1.121  -0.03
C  5.475  0.793  0.643  -0.87
H  5.915  -0.994  4.283  0.35
H  6.963  -0.208  3.088  0.39
H  5.483  0.599  3.631  0.38
H  4.465  -1.049  0.487  0.16
H  4.622  1.413  0.364  0.23
H  6.121  0.664  -0.227  0.33
H  6.041  1.302  1.419  0.36
C  0.484  -8.096  0.107  -0.96
C  0.903  -9.541  0.287  0.61
O  0.845  -10.337  -0.632  -0.63
N  1.348  -9.916  1.517  -0.17
C  1.479  -9.109  2.709  -0.70
H  0.159  -7.974  -0.922  0.36
H  -0.340  -7.839  0.774  0.37
H  1.317  -7.419  0.304  0.13
H  1.609  -10.889  1.570  0.22
H  2.516  -9.083  3.052  0.28
H  0.862  -9.503  3.519  0.28
H  1.163  -8.089  2.508  0.21



(2)
A structure of composition C14H32Br6O8P2. Source: the OMol25 dataset; level of theory: ωB97M-V/def2-TZVPD.

The value obtained for the energy relative to the best compared isomer or geometry (same formula, charge and spin) is 0.0 kJ/mol. As for the spin multiplicity: 1. For the frontier orbital gap, the calculation gives 9.9 eV. The strongest force on any atom is 1.8 eV/A.

Each line ends with the natural charge from an NBO analysis.
Atoms and positions in Å:
C  -24.551  16.460  -14.245  -0.46
Br  -26.413  17.121  -14.271  0.06
Br  -24.472  15.236  -15.784  0.07
Br  -24.208  15.475  -12.602  0.10
H  -23.851  17.257  -14.447  0.23
C  -24.732  20.337  -12.720  -0.48
Br  -24.881  20.775  -10.798  0.05
Br  -22.902  19.934  -13.127  0.11
Br  -25.381  21.924  -13.645  0.08
H  -25.450  19.548  -12.901  0.23
C  -25.281  17.638  -18.838  -0.63
C  -24.794  16.940  -20.113  -0.07
O  -24.144  17.841  -21.009  -0.81
P  -23.832  17.366  -22.504  2.58
O  -23.008  18.303  -23.266  -1.09
O  -23.132  15.935  -22.295  -0.83
C  -22.570  15.232  -23.440  -0.06
C  -23.691  14.582  -24.269  -0.65
O  -25.261  16.979  -23.078  -0.83
C  -26.095  17.906  -23.775  -0.06
C  -25.606  18.126  -25.198  -0.66
H  -25.332  16.883  -18.054  0.22
H  -24.503  18.322  -18.492  0.22
H  -26.235  18.106  -19.048  0.21
H  -24.172  16.059  -19.956  0.19
H  -25.715  16.558  -20.571  0.17
H  -21.978  15.970  -23.972  0.21
H  -22.083  14.391  -22.958  0.19
H  -24.444  15.268  -24.665  0.22
H  -23.363  14.026  -25.145  0.22
H  -24.264  14.003  -23.541  0.21
H  -27.094  17.481  -23.845  0.19
H  -26.114  18.848  -23.227  0.19
H  -24.519  18.224  -25.228  0.24
H  -25.871  17.361  -25.934  0.21
H  -25.958  19.022  -25.722  0.22
C  -27.862  12.895  -7.237  -0.63
C  -26.572  13.562  -7.695  -0.07
O  -25.958  14.264  -6.627  -0.83
P  -24.457  13.924  -6.183  2.57
O  -24.030  12.534  -6.458  -1.10
O  -23.557  15.068  -6.805  -0.80
C  -23.731  15.635  -8.086  -0.06
C  -23.018  14.820  -9.165  -0.64
O  -24.369  14.342  -4.653  -0.80
C  -25.365  13.835  -3.739  -0.07
C  -26.367  14.924  -3.383  -0.64
H  -28.293  12.312  -8.054  0.22
H  -27.661  12.156  -6.455  0.21
H  -28.662  13.511  -6.822  0.21
H  -25.969  12.729  -8.061  0.21
H  -26.752  14.220  -8.546  0.18
H  -24.770  15.833  -8.358  0.18
H  -23.221  16.601  -8.049  0.19
H  -21.987  14.576  -8.900  0.23
H  -23.537  13.881  -9.365  0.21
H  -22.872  15.396  -10.082  0.21
H  -25.852  12.932  -4.118  0.19
H  -24.776  13.486  -2.890  0.19
H  -25.942  15.922  -3.464  0.23
H  -27.249  14.968  -4.028  0.21
H  -26.749  14.715  -2.382  0.21



(3)
A structure of composition C26H43Cl3CuN3O3Si. Source: the OMol25 dataset; level of theory: ωB97M-V/def2-TZVPD.

The value obtained for the energy relative to the best compared isomer or geometry (same formula, charge and spin) is 289.9 kJ/mol. The charge is -1. As for the spin multiplicity: 2. Its expectation value of S² is 0.75. For the frontier orbital gap (spin up / spin down), the calculation gives 6.3 / 4.4 eV. The strongest force on any atom is 2.3 eV/A.

Each line ends with the Mulliken spin population.
Atoms and positions in Å:
C  -2.793  -2.944  -2.748  0.00
C  -2.199  -2.866  -1.377  0.00
H  -2.942  -3.991  -3.042  0.00
H  -2.134  -2.458  -3.483  0.00
H  -3.770  -2.434  -2.778  0.00
C  -1.999  -3.940  -0.596  0.00
C  -2.330  -5.341  -1.003  0.00
H  -1.647  -3.821  0.431  0.00
H  -1.827  -5.628  -1.937  0.00
H  -3.408  -5.515  -1.148  0.00
H  -1.994  -6.027  -0.219  0.00
Cu  -2.527  3.195  0.879  0.67
Cl  -2.405  2.238  2.806  0.08
Cl  1.387  0.712  -2.216  0.00
C  0.845  1.149  2.921  0.00
O  1.636  0.901  2.007  0.00
N  0.995  0.754  4.204  0.00
C  2.123  -0.074  4.590  0.00
C  -0.012  1.029  5.218  0.00
H  -0.100  1.721  2.770  -0.01
H  2.865  -0.070  3.788  0.00
H  1.797  -1.105  4.784  0.00
H  2.555  0.329  5.512  0.00
H  -0.716  1.770  4.827  0.00
H  0.477  1.404  6.125  0.00
H  -0.575  0.117  5.465  0.00
H  1.069  -2.508  -2.594  0.00
H  0.947  -4.196  -0.400  0.00
C  2.127  -2.682  -2.338  0.00
C  1.984  -3.888  -0.199  0.00
N  2.276  -2.644  -0.895  0.00
H  2.745  -1.904  -2.790  0.00
C  3.073  -1.697  -0.293  0.00
O  3.732  -0.848  -0.879  0.00
H  2.112  -3.742  0.879  0.00
H  3.060  -1.776  0.815  0.00
H  2.417  -3.676  -2.706  0.00
H  2.656  -4.691  -0.542  0.00
O  -0.963  -0.808  -1.723  0.00
C  -1.875  -1.445  -0.909  0.00
C  -0.202  -1.705  0.986  0.00
C  -1.481  -1.352  0.566  0.00
H  0.588  -1.785  0.237  0.00
C  0.030  -1.988  2.336  0.00
H  -2.849  -0.904  -0.978  0.00
C  -2.429  -0.943  1.509  0.00
H  0.997  -2.401  2.637  0.00
C  -0.987  -1.765  3.273  0.00
C  -2.175  -1.148  2.867  0.00
H  -3.350  -0.483  1.157  0.00
H  -0.844  -2.060  4.318  0.00
H  -2.917  -0.826  3.605  0.00
Si  -0.227  1.129  -3.462  0.00
Cl  -3.497  3.831  -0.790  0.11
C  0.290  0.326  -5.089  0.00
C  -0.126  3.031  -3.508  0.00
C  -2.067  0.937  -3.174  0.00
H  0.080  -0.753  -5.060  0.00
H  1.365  0.469  -5.277  0.00
H  -0.270  0.772  -5.924  0.00
H  -1.987  0.078  -2.455  0.00
H  -2.645  0.641  -4.058  0.00
H  -2.554  1.783  -2.675  0.00
H  -0.140  3.463  -2.497  0.00
H  -0.999  3.419  -4.052  0.00
H  0.787  3.364  -4.017  0.00
C  3.415  5.064  0.551  0.00
C  1.975  4.622  0.557  0.00
C  0.935  5.505  0.873  0.01
C  -0.371  5.021  0.944  -0.02
N  -0.655  3.727  0.717  0.14
C  0.327  2.875  0.365  -0.03
C  1.651  3.300  0.255  0.01
H  3.459  6.155  0.663  0.00
H  3.967  4.598  1.382  0.00
H  3.914  4.769  -0.384  0.00
H  1.099  6.562  1.068  0.00
H  -1.216  5.664  1.190  0.01
H  0.050  1.837  0.187  0.02
H  2.396  2.570  -0.049  0.00



(4)
A structure of composition CH2IO3S. Source: the OMol25 dataset; level of theory: ωB97M-V/def2-TZVPD.

The value obtained for the energy relative to the best compared isomer or geometry (same formula, charge and spin) is 0.0 kJ/mol. The charge is -1. As for the spin multiplicity: 1. For the frontier orbital gap, the calculation gives 8.1 eV. The strongest force on any atom is 1.1 eV/A.

Each line ends with the natural charge from an NBO analysis.
Atoms and positions in Å:
C  0.048  -0.899  0.001  -0.83
O  -0.414  1.339  -1.239  -1.03
O  -0.457  1.346  1.214  -1.03
O  1.670  1.107  0.025  -1.03
S  0.223  0.927  0.000  2.40
I  -2.026  -1.183  0.000  0.06
H  0.476  -1.318  -0.900  0.22
H  0.479  -1.319  0.900  0.22



(5)
A structure of composition C7H6ClNO2S. Source: the OMol25 dataset; level of theory: ωB97M-V/def2-TZVPD.

The value obtained for the energy relative to the best compared isomer or geometry (same formula, charge and spin) is 227.7 kJ/mol. As for the spin multiplicity: 1. For the frontier orbital gap, the calculation gives 8.2 eV. The strongest force on any atom is 4.4 eV/A.

Each line ends with the natural charge from an NBO analysis.
Atoms and positions in Å:
C  1.727  -0.455  0.694  -0.10
C  0.684  -0.942  1.381  -0.27
C  0.260  1.165  -0.781  0.17
C  -0.884  0.935  -0.019  -0.36
C  -1.167  -1.479  -0.378  0.54
C  1.518  0.298  -0.618  -0.52
C  -0.686  -0.885  0.843  -0.27
N  0.305  2.107  -1.648  -0.57
O  -0.592  -1.929  -1.329  -0.51
O  -2.948  1.356  1.343  -0.87
S  -2.132  1.913  0.264  1.29
Cl  -2.971  -1.486  -0.536  -0.09
H  2.771  -0.654  0.903  0.22
H  0.485  -1.353  2.402  0.24
H  2.427  0.726  -0.993  0.23
H  1.263  -0.576  -1.142  0.28
H  -1.412  -0.934  1.626  0.26
H  1.353  2.194  -2.012  0.33



(6)
A cluster of 2 separate species, C4H8N3O in total. Source: the OMol25 dataset; level of theory: ωB97M-V/def2-TZVPD.

The value obtained for the energy relative to the best compared isomer or geometry (same formula, charge and spin) is 663.3 kJ/mol. The charge is +1. As for the spin multiplicity: 1. For the frontier orbital gap (spin up / spin down), the calculation gives 8.3 / 8.0 eV. The strongest force on any atom is 3.7 eV/A.

Each line ends with the natural charge from an NBO analysis.
Atoms and positions in Å:
C  0.560  0.586  -1.239  -0.01
C  -1.533  -0.094  -0.592  -0.29
C  -1.226  0.235  0.916  -0.26
C  1.166  0.518  0.033  -0.10
N  -0.625  0.324  -1.520  -0.34
N  2.010  -1.529  -0.302  0.26
N  0.265  0.081  1.211  -0.55
O  2.387  -1.607  -1.376  -0.09
H  1.279  0.928  -2.054  0.23
H  -1.653  -1.224  -0.936  0.25
H  -2.606  0.186  -0.812  0.26
H  -1.560  1.242  1.172  0.25
H  -1.683  -0.603  1.530  0.25
H  2.081  1.034  0.442  0.25
H  0.423  0.702  2.050  0.45
H  0.715  -0.779  1.478  0.44